Record 1
Here is a cluster of 2 separate species, C11H17OP in total at a distorted geometry from the OMol25 dataset. Energies are from ωB97M-V/def2-TZVPD.

**HOMO energy (spin up / spin down)**: -0.2667 / -0.2612 Ha

```
30
Properties=species:S:1:pos:R:3:mulliken_charge:R:1
C 3.40639 2.13915 -0.53902 -0.27
C 2.30828 1.77930 -1.31636 -0.78
C 3.51797 1.74138 0.75749 -0.50
C 1.31076 1.02183 -0.73523 -0.06
C 2.59398 0.88698 1.32513 -0.67
C 1.47903 0.51240 0.54204 0.96
C -0.98483 -0.93959 -1.49998 -2.21
C -0.65103 -2.77570 0.12566 -1.34
C -2.40034 -1.06255 0.55010 -1.91
C -1.31560 2.43210 1.28141 -0.67
C -1.01483 -1.23489 -0.00209 1.77
O -2.63100 2.20782 1.08158 -0.44
P 0.14332 -0.28742 1.35303 -0.09
H 4.26642 2.62638 -1.08305 0.29
H 2.46849 1.75171 -2.34879 0.36
H 4.39979 2.01874 1.35037 0.33
H 0.54118 0.54410 -1.34060 -0.03
H 2.61920 0.31652 2.22643 0.43
H -1.61818 -1.69529 -1.97678 0.50
H -1.36393 0.07925 -1.91620 0.34
H -0.06133 -1.09472 -1.95389 0.63
H -0.52896 -3.32992 -0.83011 0.33
H -1.41576 -3.28040 0.74674 0.33
H 0.31815 -2.81412 0.67988 0.31
H -3.25979 -1.70839 0.03663 0.29
H -2.22669 -1.23887 1.60522 0.62
H -2.80790 -0.07323 0.30386 0.33
H -0.73809 2.65396 0.38861 0.38
H -0.79078 2.63296 2.16077 0.40
H -2.85253 1.80892 1.98324 0.37
```

Record 2
Here is a structure of composition C2H2CuLiO2 at a distorted geometry from the OMol25 dataset. Energies are from ωB97M-V/def2-TZVPD.

**Total charge**: +1
**2S+1**: 2
**HOMO energy (spin up / spin down)**: -0.4391 / -0.4353 Ha
**<S²>**: 0.756

```
8
Properties=species:S:1:pos:R:3:lowdin_spin:R:1
C -0.23298 1.52731 0.58118 0.07
H -0.35530 2.28774 -0.19385 0.00
H 0.03631 1.83628 1.59528 0.00
O -1.30783 0.58349 0.60031 0.13
C -0.94627 -0.50367 -0.00268 0.55
O -0.17312 -1.10488 -0.64763 0.21
Li 0.67219 -2.88693 -0.32948 0.01
Cu 1.53893 0.49513 -0.60940 0.02
```

Record 3
Here is a structure of composition C20H27BrFeN4O4S2 at a distorted geometry from the OMol25 dataset. Energies are from ωB97M-V/def2-TZVPD.

**HOMO energy**: -0.2971 Ha

```
59
Properties=species:S:1:pos:R:3:mulliken_charge:R:1
Fe -0.14518 1.19402 0.57209 0.58
C -0.63024 3.93488 1.55902 -0.92
C -0.06578 3.24608 2.78811 -0.76
N -0.12809 1.78037 2.62754 -0.20
C 0.92687 1.10147 3.37934 -0.79
C 2.29569 1.35174 2.73260 -0.82
S 2.24964 1.44859 0.91536 0.00
C 2.36797 3.23584 0.58477 -0.71
C 1.16006 3.73251 -0.19915 -0.99
N -0.13005 3.28611 0.34105 0.06
H -0.39831 5.00525 1.57816 0.46
H -1.71356 3.81362 1.53720 0.37
H -0.60098 3.56512 3.68674 0.45
H 0.97840 3.51633 2.93574 0.27
H -1.04776 1.44602 2.90365 0.32
H 0.71083 0.03594 3.37766 0.28
H 0.96201 1.43296 4.42425 0.45
H 2.96710 0.53120 2.98318 0.53
H 2.76976 2.26110 3.10087 0.47
H 3.26430 3.40316 -0.01089 0.60
H 2.50484 3.75739 1.53102 0.41
H 1.21230 3.32773 -1.20968 0.36
H 1.20324 4.82652 -0.26046 0.46
H -0.82816 3.42872 -0.38298 0.40
C -1.38395 -5.39832 -2.83916 -1.65
C -0.94137 -3.96514 -2.72635 0.96
C 0.08255 -3.47678 -3.54140 -0.74
C 0.48801 -2.15872 -3.46439 -0.98
C -0.11335 -1.29915 -2.54770 0.00
C -1.12235 -1.76648 -1.72357 0.38
C -1.53344 -3.09294 -1.82539 -1.17
S 0.48404 0.38406 -2.50167 1.16
O 1.86505 0.28772 -2.05961 -0.74
O 0.24324 0.90008 -3.82717 -0.78
N -0.29722 1.21163 -1.41123 0.30
C -1.72618 1.50106 -1.64315 -0.79
C -2.35760 1.62294 -0.23429 0.40
O -2.96227 2.64605 0.07785 -0.76
O -2.09751 0.62760 0.55245 -0.60
H -1.75237 -5.61517 -3.84340 0.40
H -2.18090 -5.62143 -2.13081 0.35
H -0.55614 -6.08145 -2.64102 0.34
H 0.55674 -4.14071 -4.25562 0.42
H 1.27055 -1.78529 -4.11252 0.44
H -1.57674 -1.11834 -0.98480 0.54
H -2.33104 -3.44926 -1.18283 0.33
H -2.23290 0.72511 -2.22205 0.57
H -1.87254 2.44770 -2.16830 0.31
Br 0.18922 -5.52927 1.14935 -0.12
C 0.21080 -3.64758 1.11619 0.02
C 1.19832 -2.97657 0.42530 -0.86
C 1.14824 -1.59154 0.40444 -0.29
N 0.20172 -0.88602 1.03005 0.86
C -0.74951 -1.55759 1.68854 -0.48
C -0.78334 -2.93560 1.76862 -0.95
H 1.97292 -3.49921 -0.11602 0.51
H 1.87726 -1.02655 -0.16212 0.42
H -1.52816 -0.96356 2.14765 0.44
H -1.57466 -3.43391 2.30892 0.48
```

The evaluated relative energy (zero: lowest compared OMol25 entry of this formula, charge and spin) for the records listed, in turn: 3.679, 2.761, 0.140 eV.